1.
# C2H2F3NOS

2 unconnected molecules or ions with the total composition C2H2F3NOS in a non-equilibrium geometry (ωB97M-V/def2-TZVPD, OMol25).

Geometry (Å):
O1 1.68 -1.67 -2.14
C1 1.16 -1.27 -1.20
N1 0.56 -0.62 -0.36
C2 -0.05 0.15 1.01
F1 -0.92 -0.65 1.70
F2 -0.78 1.15 0.54
S1 1.37 0.48 2.02
H1 0.68 1.55 2.52
F3 -1.57 0.07 -2.00
H2 -2.14 0.82 -2.08

Calculated values
* relative energy (zero: lowest compared OMol25 entry of this formula, charge and spin): 33.77 kcal per mole
* highest occupied orbital energy: -10.327 eV
* spin multiplicity: 1
* net charge: 0
* SMILES string: O=C=NC(F)(F)S.F
* HOMO-LUMO gap: 10.76 eV

---

2.
# C2H2F3O3PbS

A molecular structure, C2H2F3O3PbS in a non-equilibrium geometry (ωB97M-V/def2-TZVPD, OMol25).

Geometry (Å):
S1 0.51 0.75 1.28
O1 -0.26 1.98 0.77
O2 -0.44 -0.48 1.11
C1 1.74 0.54 -0.13
F1 2.64 1.50 -0.02
F2 2.34 -0.64 -0.01
F3 1.15 0.63 -1.30
C2 -1.34 -1.41 -0.26
O3 -2.10 -0.46 -0.69
Pb1 -2.01 1.47 -0.17
H1 -0.45 -1.63 -0.87
H2 -1.78 -2.25 0.29

Calculated values
* highest occupied orbital energy: -14.931 eV
* spin multiplicity: 1
* net charge: +1
* HOMO-LUMO gap: 9.62 eV

---

3.
# C2H2F6O

2 unconnected molecules or ions with the total composition C2H2F6O in a non-equilibrium geometry (ωB97M-V/def2-TZVPD, OMol25).

Geometry (Å):
F1 0.45 -1.40 2.02
C1 1.24 -0.60 1.28
F2 1.36 -1.15 0.08
F3 2.45 -0.42 1.87
C2 0.68 0.77 1.13
F4 1.35 1.46 0.15
F5 0.79 1.47 2.25
F6 -0.57 0.68 0.79
O1 -2.56 -0.61 -2.99
H1 -2.93 -0.46 -3.89
H2 -2.26 0.28 -2.69

Calculated values
* relative energy (zero: lowest compared OMol25 entry of this formula, charge and spin): 0.00 kcal per mole
* highest occupied orbital energy: -11.602 eV
* spin multiplicity: 1
* net charge: 0
* SMILES string: FC(F)(F)C(F)(F)F.O
* HOMO-LUMO gap: 12.28 eV

---

4.
# C2H2FI3O

A molecular structure, C2H2FI3O in a non-equilibrium geometry (ωB97M-V/def2-TZVPD, OMol25).

Geometry (Å):
C1 0.79 0.74 0.92
C2 -0.39 0.47 0.04
O1 -0.61 0.79 -1.09
F1 -1.00 -1.59 -1.79
I1 1.61 -1.32 1.25
I2 2.20 2.02 -0.11
I3 -1.99 -0.25 1.35
H1 0.58 1.26 1.92
H2 -1.20 -2.13 -2.50

Calculated values
* relative energy (zero: lowest compared OMol25 entry of this formula, charge and spin): 11.39 kcal per mole
* highest occupied orbital energy: -9.359 eV
* spin multiplicity: 1
* net charge: 0
* HOMO-LUMO gap: 8.51 eV

---

5.
# C2H2FLi2MgO

A molecular structure, C2H2FLi2MgO in a non-equilibrium geometry (ωB97M-V/def2-TZVPD, OMol25).

Geometry (Å):
C1 0.78 -1.53 1.08
C2 -0.20 -2.32 0.64
O1 1.16 -0.44 0.27
H1 1.37 -1.59 2.01
F1 -0.81 -0.28 -3.30
H2 -0.42 -3.13 1.35
Li1 -0.03 -1.20 -2.08
Mg1 2.42 0.90 0.44
Li2 -1.21 -0.24 0.12

Calculated values
* relative energy (zero: lowest compared OMol25 entry of this formula, charge and spin): 0.00 kcal per mole
* highest occupied orbital energy (spin up / spin down): -13.214 / -11.945 eV
* spin multiplicity: 1
* net charge: +1
* HOMO-LUMO gap (spin up / spin down): 7.20 / 4.09 eV

---

6.
# C2H2FLiNiO

A molecular structure, C2H2FLiNiO in a non-equilibrium geometry (ωB97M-V/def2-TZVPD, OMol25).

Geometry (Å):
H1 -1.83 -0.19 -0.71
C1 -0.07 -1.16 -0.04
C2 -0.95 -0.16 -0.03
O1 -0.56 1.12 0.09
Li1 -1.87 2.31 0.71
Ni1 1.28 1.19 0.27
F1 1.28 -0.76 0.08
H2 -0.20 -2.23 0.04

Calculated values
* relative energy (zero: lowest compared OMol25 entry of this formula, charge and spin): 0.00 kcal per mole
* highest occupied orbital energy (spin up / spin down): -19.629 / -19.024 eV
* spin multiplicity: 3
* net charge: +2
* HOMO-LUMO gap (spin up / spin down): 9.25 / 6.48 eV

---

7.
# C2H2FMnO2

A molecular structure, C2H2FMnO2 in a non-equilibrium geometry (ωB97M-V/def2-TZVPD, OMol25).

Geometry (Å):
F1 1.30 -1.81 0.06
C1 0.52 -0.80 0.33
C2 0.59 0.23 1.10
H1 0.96 0.31 2.12
O1 -0.32 -0.46 -1.14
O2 -0.59 0.97 -1.13
H2 -0.06 1.18 0.27
Mn1 -2.41 0.40 -1.61

Calculated values
* relative energy (zero: lowest compared OMol25 entry of this formula, charge and spin): 151.40 kcal per mole
* highest occupied orbital energy (spin up / spin down): -7.603 / -9.541 eV
* spin multiplicity: 7
* net charge: 0
* HOMO-LUMO gap (spin up / spin down): 7.79 / 9.32 eV

---

8.
# C2H2FN

2 unconnected molecules or ions with the total composition C2H2FN in a non-equilibrium geometry (ωB97M-V/def2-TZVPD, OMol25).

Geometry (Å):
C1 -0.97 0.50 0.01
C2 0.20 -0.24 0.34
N1 -1.96 1.01 -0.20
F1 0.35 -1.45 -0.14
H1 1.76 0.25 -1.37
H2 0.61 -0.07 1.35

Calculated values
* relative energy (zero: lowest compared OMol25 entry of this formula, charge and spin): 97.36 kcal per mole
* highest occupied orbital energy (spin up / spin down): -11.154 / -9.778 eV
* spin multiplicity: 1
* net charge: 0
* HOMO-LUMO gap (spin up / spin down): 9.91 / 8.93 eV

---

9.
# C2H2FN

2 unconnected molecules or ions with the total composition C2H2FN in a non-equilibrium geometry (ωB97M-V/def2-TZVPD, OMol25).

Geometry (Å):
C1 1.16 1.30 0.63
C2 0.05 0.46 0.78
N1 2.05 1.97 0.50
F1 -1.08 0.66 1.43
H1 -0.10 0.44 -0.90
H2 0.34 -0.60 0.72

Calculated values
* relative energy (zero: lowest compared OMol25 entry of this formula, charge and spin): 61.92 kcal per mole
* highest occupied orbital energy: -10.628 eV
* spin multiplicity: 1
* net charge: 0
* HOMO-LUMO gap: 10.35 eV

---

10.
# C2H2FN3S

A molecular structure, C2H2FN3S in a non-equilibrium geometry (ωB97M-V/def2-TZVPD, OMol25).

Geometry (Å):
C1 -0.32 0.89 -0.11
C2 -1.49 -0.75 0.22
N1 -1.59 0.57 -0.08
N2 0.58 -0.16 0.16
N3 -0.33 -1.31 0.35
F1 3.33 -0.40 -0.77
S1 2.29 0.47 0.24
H1 -0.02 1.93 -0.32
H2 -2.47 -1.23 0.30

Calculated values
* relative energy (zero: lowest compared OMol25 entry of this formula, charge and spin): 37.37 kcal per mole
* highest occupied orbital energy: -10.166 eV
* spin multiplicity: 1
* net charge: 0
* HOMO-LUMO gap: 9.56 eV

---

| no. | E_tot (eV) |
| --- | --- |
| 1 | -24630.1810 |
| 2 | -32475.3060 |
| 3 | -20459.1686 |
| 4 | -31172.4697 |
| 5 | -12717.2513 |
| 6 | -48098.6089 |
| 7 | -40231.2981 |
| 8 | -6308.7730 |
| 9 | -6310.3097 |
| 10 | -20126.5572 |